Entry 1:
The following is a quantum chemistry calculation of a cluster of 2 separate species, C5H12N4 in total, from the Open Molecules 2025 dataset.

Computed properties:
HOMO energy (spin up / spin down) = -6.817 / -6.818 eV
Frontier orbital gap (spin up / spin down) = 6.25 / 6.25 eV
DFT total energy = -11333.55843 eV
ΔE to the lowest compared entry with this formula, charge and spin = 153.6 kcal/mol
E_LUMO (spin up / spin down) = -0.021 / -0.021 Eh
Maximum force = 0.8 eV/A

```
21
Properties=species:S:1:pos:R:3:forces:R:3
C -0.4534 -0.0626 -0.4756 0.6 0.4 0.0
C -1.3116 -1.1965 1.8044 0.0 0.0 0.0
N -0.2562 0.9599 0.4640 0.3 -0.3 -0.2
C 1.9069 -0.0427 -1.3385 -0.6 0.3 0.4
C -1.5916 -0.0863 0.8396 -0.6 0.1 0.3
N 0.8694 0.6816 1.1573 -0.5 0.0 0.0
N 2.3352 1.0539 -2.0453 0.2 0.0 -0.3
C -2.7928 0.4806 0.6323 0.6 -0.2 0.0
N 2.2283 -1.2553 -1.5192 0.2 -0.3 -0.1
H 1.5776 0.3672 0.4044 0.0 -0.1 -0.2
H 1.1217 1.4737 1.7388 -0.1 -0.1 0.0
H 2.7710 0.9376 -2.9564 0.0 0.0 0.1
H 1.8712 1.9337 -1.8958 0.0 -0.1 0.0
H 2.9257 -1.4168 -2.2619 -0.1 0.1 0.0
H -0.9602 0.2012 -1.3900 -0.1 0.0 0.1
H 0.0530 -1.0165 -0.4035 0.0 -0.1 0.1
H -0.2602 -1.1860 2.0972 0.0 0.0 0.0
H -1.5279 -2.1655 1.3516 0.0 0.0 0.0
H -1.9206 -1.0837 2.7018 0.0 0.0 -0.1
H -2.9118 1.3183 -0.0418 0.0 0.0 0.0
H -3.6737 0.1044 1.1367 0.0 0.0 0.0
```
Forces are in eV/Å.

Atom charges from the natural (NBO) analysis, given in e for atoms 1 to 4: atom 1 (C): -0.2068, atom 2 (C): -0.6751, atom 3 (N): -0.1706, atom 4 (C): 0.2092


Entry 2:
The following is a quantum chemistry calculation of a cluster of 6 separate species, C18H45O15P3 in total in a non-equilibrium geometry, from the Open Molecules 2025 dataset.

Computed properties:
HOMO energy = -9.654 eV
Frontier orbital gap = 10.06 eV
SMILES = COP(=O)(OC)OC.COP(=O)(OC)OC.COP(=O)(OC)OC.CC(C)=O.CC(C)=O.CC(C)=O
DFT total energy = -77970.60542 eV
ΔE to the lowest compared entry with this formula, charge and spin = 19.5 kcal/mol
E_LUMO = 0.015 Eh
Maximum force = 9.4 eV/A

```
81
Properties=species:S:1:pos:R:3:forces:R:3
C 25.2820 29.7190 29.8580 1.2 -3.0 -0.8
O 25.5190 30.5630 28.7530 0.6 2.5 -1.6
P 24.3190 31.5390 28.3200 -2.4 0.0 5.0
O 23.4350 31.7810 29.5360 0.8 -0.8 -2.6
O 24.9420 32.8680 27.8760 1.5 2.8 -1.7
C 24.1490 34.2030 27.6310 0.2 -1.8 -0.7
O 23.5730 30.8370 27.1240 -2.0 0.3 3.9
C 24.0480 30.6520 25.9130 8.6 2.2 1.3
H 25.4010 30.2080 30.9050 -1.0 -0.8 -2.0
H 26.1670 28.9310 29.7130 -1.9 1.5 0.8
H 24.3530 29.1930 29.4170 0.9 0.3 2.6
H 24.6510 34.8810 26.7790 -1.2 -2.4 1.4
H 24.3170 34.8840 28.5330 -0.9 -1.6 -0.8
H 23.1310 33.5970 27.4020 1.7 3.0 0.4
H 23.4580 30.5020 25.2100 -6.3 -1.2 -5.7
H 24.8040 29.9040 25.8120 0.5 -1.3 0.6
H 24.6620 31.5190 25.6070 -0.4 0.2 -0.2
C 20.5010 29.9340 24.1750 1.4 -2.1 -1.0
O 20.8400 30.2460 25.5690 0.0 -0.5 -2.2
P 19.9700 31.3080 26.2910 -1.9 0.9 2.0
O 18.9030 31.9900 25.5400 0.1 -0.4 -0.7
O 19.4420 30.3580 27.4600 -1.4 -0.6 0.6
C 18.3240 29.3700 27.2500 4.9 1.3 1.9
O 20.8550 32.4010 27.0370 0.9 -1.2 0.4
C 20.4100 32.9120 28.3490 2.1 5.3 -4.4
H 19.5060 29.3870 23.8310 1.9 0.6 1.9
H 21.4650 29.3410 23.8660 -2.2 1.0 0.2
H 20.4270 30.8270 23.6110 0.4 1.1 -0.4
H 18.0440 29.0180 28.1890 -0.3 -0.6 1.4
H 18.5720 28.6680 26.5460 1.7 -2.5 -1.0
H 17.6080 29.7660 26.7350 -4.8 3.4 -2.2
H 21.3070 33.6560 28.7640 -2.8 -1.5 -1.5
H 20.3820 32.2250 29.0150 -0.1 -5.0 4.2
H 19.3970 33.2300 28.0830 0.3 1.1 0.9
C 18.4340 39.2090 30.3970 -1.4 1.5 0.0
O 19.1940 38.8850 29.3040 1.1 -1.3 -5.2
P 18.5890 37.8790 28.1700 -1.6 -2.3 3.0
O 17.9640 36.6970 28.8380 0.9 0.9 -0.8
O 17.5130 38.6610 27.3430 1.2 2.0 0.9
C 16.4930 38.0590 26.6340 -0.2 -0.5 -3.9
O 19.6890 37.4940 27.0980 0.8 2.1 1.5
C 19.8120 36.1620 26.7450 2.5 2.8 -2.4
H 17.4090 39.5540 30.1900 0.2 -0.5 -0.3
H 18.9430 40.0610 30.7500 0.5 0.9 1.2
H 18.4520 38.3880 31.0300 -0.3 -1.3 1.7
H 15.6480 37.8260 27.2340 -0.3 -1.0 0.9
H 16.9350 37.1360 25.9640 -1.5 2.3 1.6
H 16.0360 38.8910 25.9780 1.1 -1.4 0.4
H 20.4000 35.4820 27.1580 2.5 -2.3 3.8
H 20.2600 36.1030 25.7970 0.8 0.9 -1.9
H 18.9560 35.7930 26.5410 -6.2 -2.9 -0.7
C 25.0240 37.9370 28.6470 -5.1 -3.7 -0.6
C 24.3680 37.7610 27.2160 4.2 0.0 -0.4
C 22.9430 37.9310 26.9880 -4.3 0.1 -1.9
O 25.1470 37.5150 26.2800 -1.7 0.2 1.4
H 24.7350 37.0050 29.3440 0.4 2.8 -1.1
H 24.9560 38.9330 28.9250 -2.4 2.0 1.7
H 25.9950 38.0800 28.6550 5.5 -1.2 -1.2
H 22.6340 37.7590 25.8200 1.1 0.7 2.9
H 22.4090 38.8870 27.3690 1.4 -1.3 -0.6
H 22.3100 37.1630 27.5060 0.8 0.3 -0.1
C 22.7670 35.3120 24.0380 5.0 -4.8 -6.3
C 22.1250 33.9560 23.7790 -2.2 -2.4 0.5
C 20.7480 33.8540 22.9090 1.1 -2.7 1.5
O 22.4810 32.9160 24.3060 0.4 1.0 -0.4
H 23.8170 35.1910 24.3890 -0.9 -0.1 0.2
H 22.2370 35.8640 24.6060 -3.8 4.2 3.7
H 22.9180 35.6610 22.9620 -0.5 0.5 1.4
H 20.7090 34.7470 22.3800 -0.9 1.4 -1.3
H 19.9070 33.6520 23.6160 0.6 0.9 -0.1
H 20.6020 32.8850 22.2670 1.2 1.9 0.8
C 15.4790 32.8120 19.5150 -1.0 1.9 -2.8
C 16.9610 33.0760 19.3070 2.1 -3.4 -3.2
C 17.7040 33.6670 20.4610 0.0 1.1 0.0
O 17.5770 32.6530 18.2510 -2.7 2.1 4.3
H 15.0180 32.7090 18.4820 0.7 0.0 1.0
H 15.0490 33.7730 19.8730 0.0 -0.7 0.3
H 15.0730 31.9620 20.0400 0.7 -0.2 0.7
H 17.5690 33.0850 21.3840 -0.5 0.5 -0.1
H 17.5160 34.7710 20.5440 -0.4 -1.0 0.4
H 18.7430 33.6400 20.2660 1.2 -0.3 -0.5
```
Forces are in eV/Å.

Atom charges from the Löwdin analysis, given in e for atoms 1 to 4: atom 1 (C): -0.1395, atom 2 (O): -0.2627, atom 3 (P): 0.3581, atom 4 (O): -0.2780


Entry 3:
The following is a quantum chemistry calculation of a structure of composition C28H47F3N4O4S2Sb2W, from the Open Molecules 2025 dataset.

Computed properties:
Total charge = +2
HOMO energy (spin up / spin down) = -12.576 / -12.574 eV
Frontier orbital gap (spin up / spin down) = 6.88 / 6.88 eV
DFT total energy = -88660.79888 eV
ΔE to the lowest compared entry with this formula, charge and spin = 8.4 kcal/mol
E_LUMO (spin up / spin down) = -0.209 / -0.209 Eh
Maximum force = 0.8 eV/A

```
91
Properties=species:S:1:pos:R:3:forces:R:3
W 0.1618 0.0799 0.6065 -0.5 0.5 0.4
C -3.0518 -2.5090 -0.9626 0.0 0.0 0.0
Sb -0.9592 -2.2429 -0.6950 0.1 0.0 -0.1
C -0.5249 -4.0950 0.2550 0.0 0.0 0.0
C -0.0059 -2.4195 -2.5942 -0.1 -0.1 0.0
C -0.6610 -2.0572 -3.9045 0.0 0.0 0.0
C -0.2286 -2.8087 -5.0021 0.0 0.0 0.0
C -0.5758 -2.4932 -6.3039 0.0 0.0 0.0
C -1.3799 -1.3890 -6.5376 0.0 0.0 0.0
C -1.8444 -0.6544 -5.4608 0.0 0.0 0.0
C -1.5192 -0.9698 -4.1357 0.0 0.1 0.0
C -2.2593 -0.1563 -3.0997 -0.1 -0.1 0.0
Sb -1.5274 0.9649 -1.4178 0.1 0.1 0.1
C -3.4866 1.4445 -0.7389 0.0 0.0 0.0
C -1.1104 2.7688 -2.4702 0.0 0.0 0.0
H -3.3647 -3.2994 -0.2837 0.0 0.0 0.0
H -3.2501 -2.8157 -1.9882 0.0 0.0 0.0
H -3.6047 -1.6038 -0.7221 0.0 0.0 0.0
H -0.1345 -4.7992 -0.4770 0.0 0.0 0.0
H -1.4626 -4.4727 0.6576 0.0 0.0 0.0
H 0.1803 -3.9763 1.0706 0.0 0.0 0.0
H 0.3600 -3.4455 -2.6496 0.0 0.0 0.0
H 0.8693 -1.7875 -2.4397 0.0 0.0 0.0
H 0.4207 -3.6575 -4.8228 0.0 0.0 0.0
H -0.2184 -3.1015 -7.1236 0.0 0.0 0.0
H -1.6639 -1.1133 -7.5441 0.0 0.0 0.0
H -2.5045 0.1840 -5.6490 0.0 0.0 0.0
H -3.0800 -0.7385 -2.6816 0.0 0.0 0.0
H -2.7485 0.6692 -3.6222 0.0 0.0 0.0
H -4.1828 1.3429 -1.5715 0.0 0.0 0.0
H -3.5050 2.4766 -0.3950 0.0 0.0 0.0
H -3.7856 0.7926 0.0793 0.0 0.0 0.0
H -2.0668 3.2554 -2.6585 0.0 0.0 0.0
H -0.6442 2.5184 -3.4207 0.0 0.0 0.0
H -0.4633 3.4393 -1.9128 0.0 0.0 0.0
F 2.9245 -3.4062 2.2647 0.0 0.0 0.0
C 2.9463 -2.9346 1.0265 0.0 0.0 0.0
F 4.1554 -2.4440 0.7615 0.0 0.0 0.0
F 2.6947 -3.9324 0.1722 0.0 0.0 0.0
C 1.8809 -1.8420 0.8362 -0.1 0.0 0.0
O 1.8673 -1.1587 -0.2110 0.1 -0.1 -0.1
O 0.9726 -1.6489 1.6853 0.1 -0.1 0.0
C -1.0793 1.1597 5.3924 0.0 0.0 0.0
N -1.1706 0.7245 4.0108 0.0 0.1 -0.1
C -1.8422 -0.3400 3.6028 -0.1 -0.1 0.0
S -1.9032 -0.7124 1.9072 0.1 0.0 0.0
N -2.5040 -1.0735 4.4886 0.0 0.0 0.0
C -3.2663 -2.2875 4.2203 0.0 0.0 0.0
H -0.4849 2.0686 5.4298 0.0 0.0 0.0
H -0.5899 0.4068 6.0143 0.0 0.0 0.0
H -2.0641 1.3894 5.8062 0.0 0.0 0.0
H -0.7588 1.2828 3.2672 0.0 0.0 0.0
H -2.5176 -0.7430 5.4416 0.0 0.0 0.0
H -2.9782 -3.0572 4.9330 0.0 0.0 0.0
H -3.0492 -2.6337 3.2155 0.0 0.0 0.0
H -4.3339 -2.0930 4.3096 0.0 0.0 0.0
S 1.7347 1.7212 -0.5578 0.1 0.0 -0.1
C 2.0101 1.3484 -2.1998 0.0 0.1 0.0
N 3.1034 1.9372 -2.7691 0.0 0.0 0.0
C 3.4409 1.7684 -4.0620 0.0 0.0 0.0
C 2.6629 0.9700 -4.8456 0.0 0.0 0.0
C 1.5465 0.3929 -4.2308 0.0 0.0 0.0
N 1.2290 0.5732 -2.9565 0.0 0.0 0.0
H 3.6769 2.5195 -2.1701 0.0 0.0 0.0
H 4.3268 2.2849 -4.4038 0.0 0.0 0.0
H 2.8947 0.7993 -5.8849 0.0 0.0 0.0
H 0.8748 -0.2431 -4.7994 0.0 0.0 0.0
C -1.7588 3.5833 1.8642 0.0 0.0 0.0
C -0.4225 3.1783 1.2648 0.0 0.0 0.0
C 0.7327 3.8991 1.9354 0.0 0.0 0.0
O -0.2462 1.7679 1.4332 0.0 -0.2 -0.1
H -1.9963 4.6147 1.6023 0.0 0.0 0.0
H -1.7262 3.5191 2.9541 0.0 0.0 0.0
H -2.5614 2.9372 1.5115 0.0 0.0 0.0
H -0.4126 3.4013 0.1935 0.0 0.0 0.0
H 0.7333 3.6871 3.0076 0.0 0.0 0.0
H 0.6275 4.9771 1.8090 0.0 0.0 0.0
H 1.6917 3.5904 1.5219 0.0 0.0 0.0
C 3.4144 0.6325 4.2655 0.0 0.0 0.0
C 4.2682 0.0689 3.1326 0.0 0.0 0.0
C 3.6007 0.6857 1.9205 0.0 0.0 0.0
O 2.1848 0.6750 2.2277 0.0 0.0 0.0
C 2.0155 0.6120 3.6617 0.0 0.0 0.0
H 3.7185 1.6549 4.4936 0.0 0.0 0.0
H 3.4735 0.0485 5.1816 0.0 0.0 0.0
H 4.1974 -1.0200 3.1002 0.0 0.0 0.0
H 5.3192 0.3401 3.2102 0.0 0.0 0.0
H 3.7538 0.1406 0.9915 0.0 0.0 0.0
H 3.9196 1.7217 1.7746 0.0 0.0 0.0
H 1.4779 -0.3107 3.8929 0.0 0.0 0.0
H 1.4169 1.4686 3.9714 0.0 0.0 0.0
```
Forces are in eV/Å.

Atom charges from the Löwdin analysis, given in e for atoms 1 to 4: atom 1 (W): 0.9535, atom 2 (C): -0.2658, atom 3 (Sb): 1.3543, atom 4 (C): -0.2278


| no. | molar mass (g mol⁻¹) |
| --- | --- |
| 1 | 128.2 |
| 2 | 594.5 |
| 3 | 1052.2 |